--- 1 ---
Below is a molecular structure, C33H77N11O11, with properties calculated with wB97M-V/def2-TZVPD.

Each line ends with the Löwdin charge.
Element x y z (Å)
1 C 0.508 -4.962 -1.468  -0.353
2 O 0.210 -5.994 -0.870  0.003
3 N 1.428 -4.054 -1.074  -0.086
4 C 2.296 -4.025 0.128  -0.029
5 C 1.564 -2.866 -1.866  -0.108
6 H 0.059 -4.696 -2.438  0.130
7 H 2.091 -4.822 0.843  0.102
8 H 2.313 -3.134 0.756  0.045
9 H 3.312 -4.030 -0.265  0.111
10 H 0.990 -2.070 -1.392  0.062
11 H 2.587 -2.505 -1.966  0.110
12 H 1.004 -2.809 -2.800  0.114
13 C 0.853 2.943 1.206  -0.249
14 O -0.408 3.104 1.218  -0.057
15 N 1.727 3.808 0.787  -0.118
16 C 3.134 3.615 1.078  -0.058
17 C 1.447 5.153 0.180  -0.044
18 H 1.250 1.990 1.588  0.164
19 H 3.705 3.641 0.150  0.037
20 H 3.378 2.627 1.468  0.113
21 H 3.552 4.360 1.754  0.117
22 H 1.800 5.212 -0.850  0.065
23 H 0.377 5.333 0.283  0.090
24 H 1.957 5.936 0.741  0.115
25 C 3.739 -1.588 -0.597  -0.266
26 O 2.526 -1.822 -0.478  -0.277
27 N 4.519 -1.647 0.482  -0.148
28 C 5.908 -1.326 0.396  -0.036
29 C 4.022 -2.065 1.810  0.006
30 H 4.273 -1.327 -1.524  0.135
31 H 6.221 -1.119 -0.628  0.088
32 H 6.506 -2.100 0.876  0.103
33 H 6.061 -0.363 0.882  0.093
34 H 2.936 -2.023 1.733  0.082
35 H 4.390 -3.061 2.058  0.105
36 H 4.376 -1.427 2.620  0.102
37 C -2.814 5.103 -1.053  -0.357
38 O -2.749 6.248 -0.699  0.009
39 N -2.941 4.102 -0.138  -0.067
40 C -2.805 2.714 -0.559  -0.098
41 C -2.865 4.365 1.272  -0.037
42 H -2.501 4.723 -2.038  0.110
43 H -1.776 2.376 -0.439  0.060
44 H -3.130 2.523 -1.582  0.124
45 H -3.448 2.106 0.078  0.057
46 H -3.553 3.696 1.789  0.080
47 H -1.829 4.274 1.598  0.072
48 H -3.037 5.382 1.623  0.093
49 C -2.949 0.624 0.019  -0.311
50 O -2.409 1.246 0.944  -0.273
51 N -4.273 0.441 -0.032  -0.103
52 C -4.961 -0.583 -0.857  0.006
53 C -5.188 1.088 0.962  0.019
54 H -2.412 0.123 -0.801  0.162
55 H -5.424 -1.358 -0.246  0.092
56 H -4.292 -1.192 -1.466  0.085
57 H -5.766 -0.044 -1.356  0.097
58 H -4.722 1.983 1.374  0.085
59 H -6.111 1.423 0.488  0.105
60 H -5.462 0.376 1.740  0.088
61 C -0.829 2.677 -2.273  -0.280
62 O -1.980 3.102 -2.422  -0.078
63 N 0.310 3.387 -1.951  -0.076
64 C 0.166 4.774 -1.602  -0.072
65 C 1.649 2.745 -1.897  0.018
66 H -0.653 1.594 -2.368  0.136
67 H 1.113 5.286 -1.774  0.087
68 H 0.018 4.842 -0.524  0.016
69 H -0.699 5.287 -2.021  0.107
70 H 2.233 3.107 -2.744  0.107
71 H 2.224 3.078 -1.033  0.062
72 H 1.690 1.658 -1.831  0.100
73 C -2.526 -3.145 -3.795  -0.331
74 O -3.278 -3.641 -4.635  0.002
75 N -2.244 -3.797 -2.669  -0.139
76 C -1.551 -3.085 -1.608  -0.101
77 C -2.601 -5.195 -2.490  -0.019
78 H -1.998 -2.183 -3.882  0.141
79 H -0.478 -3.267 -1.562  0.038
80 H -1.980 -3.418 -0.663  0.061
81 H -1.687 -2.003 -1.633  0.064
82 H -3.325 -5.299 -1.682  0.093
83 H -3.122 -5.633 -3.342  0.094
84 H -1.753 -5.867 -2.359  0.083
85 C 5.608 0.863 -2.168  -0.352
86 O 5.316 -0.226 -2.572  -0.010
87 N 4.934 1.571 -1.199  -0.083
88 C 5.534 2.902 -0.678  0.002
89 C 3.813 1.096 -0.440  -0.223
90 H 6.499 1.378 -2.559  0.134
91 H 5.782 3.535 -1.530  0.088
92 H 6.441 2.614 -0.147  0.085
93 H 4.900 3.452 0.018  0.026
94 H 4.269 0.494 0.345  0.119
95 H 3.221 1.892 0.013  -0.006
96 H 3.067 0.534 -1.003  0.105
97 C -2.066 -4.247 3.270  -0.387
98 O -3.087 -4.835 3.623  0.008
99 N -1.541 -4.282 2.075  -0.141
100 C -0.253 -3.636 1.897  -0.039
101 C -2.106 -4.915 0.887  -0.017
102 H -1.440 -3.592 3.897  0.133
103 H 0.321 -3.427 2.800  0.114
104 H -0.307 -2.736 1.284  0.029
105 H 0.249 -4.332 1.225  0.062
106 H -2.998 -5.541 0.913  0.107
107 H -2.417 -4.162 0.163  0.037
108 H -1.344 -5.560 0.450  0.080
109 C -2.034 0.250 4.659  -0.344
110 O -2.001 -0.729 5.396  -0.007
111 N -2.551 0.248 3.416  -0.072
112 C -3.150 -0.899 2.737  -0.003
113 C -2.281 1.480 2.596  -0.109
114 H -1.689 1.258 4.937  0.129
115 H -2.801 -0.981 1.708  0.061
116 H -4.221 -0.740 2.619  0.075
117 H -3.035 -1.906 3.138  0.079
118 H -3.247 1.670 2.128  0.076
119 H -1.906 2.314 3.190  0.106
120 H -1.524 1.397 1.817  0.068
121 C 1.590 0.108 -0.050  -0.183
122 O 2.207 1.198 0.002  -0.243
123 N 0.255 -0.041 -0.200  0.035
124 C -0.433 -1.343 -0.078  -0.073
125 C -0.758 1.079 -0.263  -0.137
126 H 2.076 -0.861 0.138  0.020
127 H -0.862 -1.570 -1.053  0.023
128 H -1.204 -1.438 0.687  0.099
129 H 0.225 -2.182 0.149  0.063
130 H -1.447 1.126 0.580  -0.148
131 H -0.261 2.049 -0.252  0.075
132 H -1.240 1.048 -1.240  0.066

As for the net charge: 0. The value obtained for the HOMO energy is -7.3413 eV. The calculation puts the LUMO energy at -0.07 eV.



--- 2 ---
Below is 11 unconnected molecules or ions with the total composition C33H77N11O11, with properties calculated with wB97M-V/def2-TZVPD.

Each line ends with the Löwdin charge.
Element x y z (Å)
1 C 0.840 2.584 -6.072  -0.053
2 N 1.828 1.522 -5.917  -0.185
3 C 1.455 0.277 -6.584  -0.009
4 C 2.973 1.763 -5.216  -0.340
5 O 3.810 0.933 -4.956  0.012
6 H 1.214 3.448 -5.476  0.095
7 H -0.188 2.251 -5.754  0.097
8 H 0.831 2.795 -7.135  0.081
9 H 0.446 0.163 -6.214  0.067
10 H 1.468 0.476 -7.583  0.060
11 H 2.108 -0.530 -6.307  0.078
12 H 3.164 2.784 -4.847  0.102
13 C -0.760 -2.619 -5.384  -0.074
14 N -2.037 -2.778 -4.674  -0.166
15 C -2.637 -1.530 -4.010  -0.014
16 C -2.437 -4.069 -4.261  -0.359
17 O -3.374 -4.337 -3.598  0.038
18 H 0.030 -2.453 -4.681  0.031
19 H -0.788 -1.709 -6.014  0.075
20 H -0.425 -3.552 -5.964  0.120
21 H -1.932 -0.696 -4.037  0.071
22 H -3.537 -1.317 -4.592  0.079
23 H -2.988 -1.824 -2.990  0.077
24 H -1.777 -4.746 -4.775  0.117
25 C 2.455 -1.079 2.195  -0.062
26 N 2.148 -0.759 3.594  -0.190
27 C 2.923 0.155 4.355  -0.065
28 C 0.989 -1.308 4.226  -0.276
29 O 0.595 -1.013 5.354  -0.025
30 H 1.989 -2.041 1.853  0.077
31 H 3.543 -1.071 2.169  0.081
32 H 2.090 -0.191 1.575  0.088
33 H 3.576 -0.387 5.059  0.106
34 H 3.509 0.882 3.741  0.104
35 H 2.216 0.717 4.897  0.032
36 H 0.484 -2.154 3.600  0.134
37 C 2.318 2.848 -2.147  -0.058
38 N 3.703 3.044 -2.419  -0.192
39 C 4.679 2.092 -1.941  -0.066
40 C 4.076 4.057 -3.244  -0.360
41 O 3.360 4.779 -3.905  0.001
42 H 1.800 3.737 -2.457  0.082
43 H 2.222 2.854 -1.033  0.077
44 H 1.982 1.922 -2.688  0.102
45 H 5.513 2.378 -1.291  0.081
46 H 4.137 1.356 -1.264  0.077
47 H 5.159 1.538 -2.813  0.099
48 H 5.105 4.341 -3.139  0.132
49 C 3.127 4.917 3.797  -0.057
50 N 3.638 3.996 2.785  -0.182
51 C 5.032 3.958 2.651  -0.066
52 C 2.788 3.311 1.988  -0.329
53 O 3.181 2.518 1.161  -0.015
54 H 3.797 4.915 4.618  0.068
55 H 2.241 4.515 4.275  0.061
56 H 3.048 5.946 3.460  0.090
57 H 5.244 3.599 1.642  0.086
58 H 5.533 4.897 2.830  0.088
59 H 5.459 3.259 3.397  0.106
60 H 1.740 3.592 1.975  0.133
61 C -3.521 -0.594 4.016  -0.012
62 N -3.505 0.549 3.070  -0.165
63 C -2.901 1.875 3.479  -0.005
64 C -3.880 0.351 1.787  -0.398
65 O -3.932 1.173 0.925  0.022
66 H -4.271 -0.379 4.768  0.084
67 H -2.555 -0.584 4.421  0.059
68 H -3.802 -1.433 3.356  0.080
69 H -1.862 1.688 3.799  0.066
70 H -3.079 2.502 2.598  0.080
71 H -3.368 2.304 4.346  0.072
72 H -4.215 -0.685 1.674  0.112
73 C -7.143 -2.521 -3.219  -0.033
74 N -6.552 -1.982 -1.981  -0.166
75 C -7.088 -0.678 -1.538  -0.025
76 C -5.674 -2.696 -1.272  -0.292
77 O -5.179 -2.317 -0.166  -0.064
78 H -8.154 -2.792 -2.979  0.085
79 H -6.656 -3.417 -3.534  0.076
80 H -7.053 -1.805 -4.001  0.078
81 H -8.183 -0.658 -1.203  0.119
82 H -6.528 -0.437 -0.708  0.036
83 H -6.933 0.138 -2.259  0.093
84 H -5.499 -3.705 -1.612  0.127
85 C 1.402 -2.802 -2.130  -0.007
86 N 2.637 -1.981 -2.421  -0.162
87 C 3.239 -1.223 -1.394  -0.069
88 C 3.086 -1.891 -3.677  -0.365
89 O 2.571 -2.386 -4.645  0.005
90 H 1.098 -3.256 -3.078  0.061
91 H 0.518 -2.216 -1.900  0.077
92 H 1.667 -3.602 -1.410  0.092
93 H 3.296 -1.799 -0.469  0.088
94 H 4.189 -0.830 -1.822  0.092
95 H 2.653 -0.333 -1.196  0.071
96 H 4.062 -1.440 -3.797  0.125
97 C -2.974 -4.301 1.259  -0.040
98 N -1.591 -4.297 0.826  -0.176
99 C -1.217 -4.975 -0.384  -0.039
100 C -0.625 -3.617 1.427  -0.383
101 O 0.551 -3.751 1.135  -0.006
102 H -3.331 -5.307 1.595  0.101
103 H -3.688 -3.896 0.541  0.053
104 H -3.094 -3.629 2.157  0.093
105 H -0.340 -4.536 -0.941  0.081
106 H -0.953 -6.032 -0.144  0.110
107 H -2.008 -4.950 -1.105  0.066
108 H -0.983 -3.003 2.245  0.110
109 C 0.641 0.859 8.005  -0.055
110 N 0.959 1.786 6.918  -0.190
111 C -0.109 2.169 6.032  -0.047
112 C 2.215 2.174 6.732  -0.383
113 O 2.520 3.015 5.933  0.006
114 H 0.015 0.018 7.661  0.084
115 H 0.119 1.403 8.897  0.118
116 H 1.533 0.464 8.416  0.057
117 H 0.223 3.140 5.493  0.123
118 H -0.449 1.381 5.361  0.061
119 H -0.939 2.435 6.644  0.073
120 H 2.868 1.509 7.356  0.149
121 C -0.361 1.838 0.686  -0.013
122 N -0.647 0.549 -0.027  -0.143
123 C -1.349 0.602 -1.305  -0.063
124 C -0.964 -0.469 0.874  -0.319
125 O -0.617 -0.401 2.030  -0.002
126 H 0.114 2.501 0.007  0.063
127 H 0.247 1.511 1.565  0.088
128 H -1.310 2.201 1.052  0.070
129 H -1.894 -0.357 -1.502  0.082
130 H -2.078 1.412 -1.368  0.093
131 H -0.651 0.808 -2.023  0.037
132 H -1.403 -1.347 0.307  0.144

As for the net charge: 0. Its SMILES is CN(C)C=O.CN(C)C=O.CN(C)C=O.CN(C)C=O.CN(C)C=O.CN(C)C=O.CN(C)C=O.CN(C)C=O.CN(C)C=O.CN(C)C=O.CN(C)C=O. The value obtained for the HOMO energy is -8.5540 eV. The calculation puts the LUMO energy at 0.51 eV.



The most stable arrangement is 2, and the next structure is 1.5537 hartree less stable.



--- 1 ---
Below is 3 unconnected molecules or ions with the total composition C3H14N2O2S, with properties calculated with wB97M-V/def2-TZVPD.

Each line ends with the Löwdin charge.
Element x y z (Å)
1 N -1.712 -1.375 -1.877  0.046
2 C -0.264 -1.289 -2.224  -0.269
3 N 0.845 -0.558 -1.412  -0.101
4 C 0.381 0.798 -0.890  -0.286
5 C -0.283 0.724 0.590  -0.589
6 S -0.982 2.288 0.880  0.767
7 H -1.850 -2.024 -1.159  0.044
8 H -2.008 -0.465 -1.865  0.015
9 H 0.025 -0.940 -3.279  0.124
10 H -0.022 -2.318 -2.180  0.074
11 H 1.306 -1.097 -0.555  0.115
12 H -0.246 1.182 -1.752  0.106
13 H 1.072 1.640 -0.944  0.076
14 H 0.412 0.582 1.425  0.032
15 H -1.003 -0.047 0.564  0.033
16 H -2.208 2.265 1.031  -0.227
17 O 2.763 -0.203 1.730  -0.034
18 H 2.943 0.749 1.798  0.062
19 H 3.262 -0.542 1.022  0.013
20 O -0.187 -2.154 1.541  -0.062
21 H 0.063 -3.047 1.892  0.072
22 H 0.430 -1.556 1.927  -0.012

As for the net charge: 0. Its SMILES is NCNCCS.O.O. The value obtained for the HOMO energy is -8.3744 eV. The calculation puts the LUMO energy at 0.46 eV.



--- 2 ---
Below is a molecular structure, C3H14N2O2S, with properties calculated with wB97M-V/def2-TZVPD.

Each line ends with the Löwdin charge.
Element x y z (Å)
1 C -0.850 0.054 0.620  -0.329
2 C -2.339 0.032 0.909  -0.657
3 S -3.272 -0.518 -0.511  0.649
4 N -0.020 0.955 1.461  -0.072
5 C 1.390 0.747 1.195  -0.342
6 N 1.800 0.944 -0.181  0.008
7 H -0.715 0.508 -0.353  0.052
8 H -0.352 -0.917 0.443  0.118
9 H -2.655 -0.536 1.795  0.064
10 H -2.700 1.012 1.268  0.081
11 H -2.624 -2.176 -0.164  0.105
12 H -0.264 0.947 2.445  0.102
13 H 1.686 -0.272 1.455  0.099
14 H 2.028 1.447 1.768  0.116
15 H 1.370 1.803 -0.499  0.075
16 H 1.445 0.255 -0.831  0.031
17 H -0.748 0.407 -3.552  0.039
18 H -1.513 0.166 -2.252  -0.044
19 O -0.648 0.441 -2.595  -0.083
20 H 3.006 -1.209 -0.251  0.015
21 H 3.347 -2.330 -1.227  0.036
22 O 2.627 -1.760 -0.943  -0.065

As for the net charge: 0. The value obtained for the HOMO energy is -8.7674 eV. The calculation puts the LUMO energy at -0.36 eV.



The most stable arrangement is 2, and the next structure is 0.0116 hartree less stable.



--- 1 ---
Below is 3 unconnected molecules or ions with the total composition C2H11NO2, with properties calculated with wB97M-V/def2-TZVPD.

Each line ends with the Löwdin charge.
Element x y z (Å)
1 C 3.171 -1.548 0.390  -0.145
2 C 2.209 -0.428 0.857  -0.411
3 N 2.149 0.686 -0.056  -0.017
4 H 4.176 -1.135 0.521  0.059
5 H 3.147 -2.516 0.879  0.052
6 H 2.968 -1.713 -0.670  0.057
7 H 1.306 -0.930 1.210  0.087
8 H 2.649 -0.095 1.807  0.083
9 H 2.866 0.569 -0.764  0.052
10 H 1.330 0.717 -0.601  0.026
11 H -2.722 0.786 -3.516  -0.027
12 H -2.799 1.043 -1.992  -0.044
13 O -2.277 1.234 -2.788  -0.312
14 H -6.873 1.232 1.493  -0.045
15 H -5.301 1.244 1.879  -0.059
16 O -5.999 0.853 1.352  -0.357

As for the net charge: -1. Its multiplicity is 2. The value obtained for the HOMO energy (spin up / spin down) is 1.2726 / -6.8108 eV. The calculation puts the LUMO energy (spin up / spin down) at 3.29 / 3.23 eV.



--- 2 ---
Below is 3 unconnected molecules or ions with the total composition C2H11NO2, with properties calculated with wB97M-V/def2-TZVPD.

Each line ends with the Löwdin charge.
Element x y z (Å)
1 C -0.957 2.071 -1.809  -0.217
2 N -0.456 1.755 -0.509  -0.230
3 C 1.010 1.869 -0.406  -0.246
4 H -0.983 3.119 -1.934  0.049
5 H -0.455 1.642 -2.669  0.063
6 H -1.914 1.607 -1.539  0.080
7 H -0.736 0.754 -0.385  0.078
8 H 1.390 1.288 -1.190  0.008
9 H 1.274 1.378 0.601  0.057
10 H 1.388 2.962 -0.502  0.089
11 H -1.470 -4.390 2.529  -0.028
12 H -2.391 -5.266 3.494  0.046
13 O -1.829 -5.252 2.654  -0.204
14 H 1.782 -1.396 1.294  -0.096
15 H 2.609 -1.125 -0.054  -0.039
16 O 1.738 -1.014 0.424  -0.411

As for the net charge: -1. Its multiplicity is 2. The value obtained for the HOMO energy (spin up / spin down) is 0.9670 / -5.7232 eV. The calculation puts the LUMO energy (spin up / spin down) at 3.63 / 3.69 eV.



The most stable arrangement is 1, and the next structure is 0.0220 hartree less stable.